No. 1
Density functional theory data (ωB97M-V/def2-TZVPD) for a 6-piece molecular cluster, C33H67BrO17P overall.

Highest occupied orbital energy (eV): -4.7
Orbital gap (eV): 6.521
Total energy (eV): -149444.2046

Structure (ORCA input):
```
! RIJCOSX wB97M-V def2-TZVPD def2/J DEFGRID3
* xyz -1 1
C 2.552 1.815 -0.270
C 2.583 1.838 -1.480
P 2.699 1.577 -3.413
O 4.270 2.360 -3.326
C 3.446 -0.165 -3.083
C 3.264 -1.187 -4.271
C 1.830 -1.215 -4.914
C 0.667 -1.576 -3.896
C -0.582 -0.700 -4.248
C -1.896 -1.135 -3.456
C -2.816 0.154 -3.427
O -4.209 -0.166 -3.232
C -4.892 1.110 -3.264
C 1.789 3.282 -3.633
Br 0.124 3.224 -2.492
C 1.427 3.615 -5.140
C -0.121 3.574 -5.490
H 2.220 1.605 0.762
H 2.827 1.389 -4.834
H 1.399 0.965 -3.341
H 4.522 2.461 -2.391
H 4.552 0.005 -2.929
H 3.045 -0.528 -2.098
H 4.009 -0.919 -5.076
H 3.528 -2.232 -3.932
H 1.570 -0.234 -5.389
H 1.767 -1.976 -5.749
H 0.364 -2.647 -4.099
H 0.981 -1.504 -2.821
H -0.444 0.392 -3.992
H -0.781 -0.706 -5.360
H -2.377 -1.994 -3.991
H -1.652 -1.442 -2.406
H -2.440 0.813 -2.604
H -2.708 0.623 -4.449
H -5.266 1.406 -2.242
H -5.715 1.125 -4.031
H -4.185 1.934 -3.570
H 2.395 4.113 -3.183
H 1.972 2.997 -5.895
H 1.744 4.684 -5.325
H -0.666 4.427 -5.009
H -0.213 3.744 -6.605
H -0.602 2.592 -5.259
C -0.222 -4.852 2.180
C -0.397 -3.879 1.030
O 0.552 -2.810 1.114
C 1.786 -3.096 0.671
O 2.149 -4.150 0.213
O 2.547 -2.012 0.849
C 3.919 -2.196 0.484
H -0.251 -4.324 3.136
H -1.008 -5.609 2.168
H 0.744 -5.357 2.123
H -1.386 -3.421 1.087
H -0.329 -4.382 0.064
H 4.009 -2.583 -0.531
H 4.409 -2.863 1.196
H 4.408 -1.224 0.526
C -6.562 -2.683 -0.244
C -5.180 -2.209 -0.650
O -4.690 -1.219 0.265
C -4.180 -1.690 1.406
O -4.091 -2.852 1.721
O -3.800 -0.645 2.152
C -3.295 -1.002 3.438
H -7.239 -1.834 -0.123
H -6.972 -3.361 -0.994
H -6.533 -3.207 0.714
H -5.230 -1.730 -1.628
H -4.478 -3.041 -0.735
H -2.500 -1.743 3.360
H -4.105 -1.373 4.068
H -2.884 -0.103 3.895
C 6.342 -5.270 7.041
C 6.868 -4.123 6.201
O 6.045 -3.912 5.049
C 4.917 -3.223 5.265
O 4.554 -2.771 6.323
O 4.253 -3.142 4.109
C 2.985 -2.488 4.207
H 6.218 -6.167 6.431
H 7.025 -5.491 7.863
H 5.363 -5.031 7.461
H 7.864 -4.369 5.830
H 6.959 -3.205 6.785
H 3.079 -1.511 4.679
H 2.285 -3.116 4.759
H 2.604 -2.347 3.196
C 0.302 10.196 -7.628
C 0.693 10.780 -6.285
O 0.017 10.108 -5.218
C 0.547 8.930 -4.852
O 1.524 8.415 -5.332
O -0.211 8.421 -3.878
C 0.200 7.121 -3.436
H -0.784 10.193 -7.743
H 0.743 10.774 -8.443
H 0.636 9.162 -7.719
H 0.387 11.826 -6.237
H 1.775 10.753 -6.135
H 1.255 7.109 -3.164
H -0.004 6.383 -4.211
H -0.386 6.868 -2.554
C -2.160 -3.892 9.904
C -1.781 -2.713 9.030
O -2.702 -2.564 7.942
C -3.856 -1.960 8.241
O -4.175 -1.532 9.322
O -4.608 -1.930 7.134
C -5.906 -1.371 7.328
H -2.264 -4.797 9.302
H -1.404 -4.061 10.672
H -3.120 -3.724 10.396
H -0.801 -2.887 8.586
H -1.714 -1.789 9.609
H -5.849 -0.389 7.796
H -6.517 -2.047 7.928
H -6.368 -1.262 6.348
*
```

---

No. 2
Density functional theory data (ωB97M-V/def2-TZVPD) for a 9-piece molecular cluster, C33H67Cl17N4O6P overall.

Highest occupied orbital energy (eV): -11.7
Orbital gap (eV): 8.817
Total energy (eV): -275716.3915

Structure (ORCA input):
```
! RIJCOSX wB97M-V def2-TZVPD def2/J DEFGRID3
* xyz 1 1
C 4.726 -1.455 5.042
C 3.950 -1.352 3.710
C 3.770 0.114 3.272
C 2.814 0.789 4.308
C 3.293 0.216 1.779
C 1.806 -0.221 1.740
C 1.313 -1.412 0.882
C 0.685 -2.522 1.760
C -0.761 -2.289 2.253
C -1.726 -3.441 1.869
C -2.741 -3.065 0.767
C -4.136 -2.714 1.324
C -4.711 -1.359 0.881
C -4.163 -0.213 1.764
C -5.178 0.871 2.170
C -5.041 1.291 3.642
O -3.705 1.263 4.112
C -2.942 2.361 3.672
C 4.221 -0.650 0.865
Cl 5.945 -0.438 1.333
C 4.128 -0.412 -0.648
C 5.120 -1.285 -1.432
O 5.118 -2.618 -0.920
N 4.272 -3.414 -1.714
O 4.015 -4.405 -1.161
C 4.379 1.057 -0.957
N 4.345 1.454 -2.360
C 3.350 1.929 -0.206
C 1.949 1.762 -0.761
C 0.854 2.721 -0.296
C -0.428 2.379 -1.030
N -1.587 2.572 -0.319
O -0.415 1.922 -2.152
N 3.540 1.686 1.290
P 2.818 3.037 2.352
O 3.017 4.156 1.197
O 4.280 3.121 3.088
H 4.070 -1.735 5.871
H 5.487 -2.234 4.981
H 5.196 -0.508 5.314
H 4.479 -1.946 2.969
H 2.957 -1.796 3.834
H 4.726 0.630 3.380
H 3.326 1.576 4.864
H 1.912 1.225 3.877
H 2.470 0.057 5.044
H 1.530 -0.456 2.768
H 1.196 0.657 1.497
H 0.541 -1.045 0.194
H 2.078 -1.881 0.263
H 0.754 -3.462 1.207
H 1.344 -2.647 2.626
H -1.157 -1.341 1.877
H -0.717 -2.229 3.345
H -2.290 -3.769 2.748
H -1.125 -4.297 1.556
H -2.337 -2.195 0.235
H -2.841 -3.872 0.038
H -4.058 -2.677 2.416
H -4.829 -3.522 1.079
H -5.801 -1.385 0.929
H -4.414 -1.186 -0.160
H -3.741 -0.640 2.678
H -3.333 0.267 1.242
H -6.195 0.485 2.047
H -5.111 1.751 1.520
H -5.596 0.601 4.282
H -5.456 2.298 3.787
H -1.895 2.147 3.898
H -3.225 3.283 4.196
H -3.031 2.518 2.590
H 3.970 -1.691 1.064
H 3.135 -0.684 -1.015
H 4.805 -1.331 -2.480
H 6.136 -0.893 -1.407
H 5.369 1.332 -0.574
H 3.642 0.942 -2.883
H 5.230 1.259 -2.813
H 3.660 2.954 -0.396
H 1.591 0.732 -0.696
H 2.056 1.961 -1.829
H 0.680 2.758 0.782
H 1.121 3.741 -0.602
H -2.403 2.420 -0.901
H -1.642 3.465 0.154
H 4.551 1.786 1.443
H 3.264 5.035 1.512
H 4.319 3.813 3.764
C -1.794 5.744 -2.338
Cl -3.339 4.960 -2.002
Cl -0.862 6.057 -0.851
H -1.210 5.094 -2.975
H -1.986 6.697 -2.816
C -2.535 2.475 -4.937
Cl -2.087 4.151 -5.305
Cl -4.028 1.984 -5.739
H -1.734 1.834 -5.277
H -2.667 2.390 -3.866
C -1.568 0.608 6.494
Cl -0.002 -0.197 6.303
Cl -1.404 2.267 7.088
H -2.065 0.630 5.533
H -2.153 0.049 7.214
C -4.903 2.016 -9.364
Cl -5.312 0.457 -10.091
Cl -3.487 2.764 -10.118
H -5.742 2.691 -9.472
H -4.675 1.855 -8.319
C -1.355 -1.694 -4.320
Cl -2.327 -3.072 -4.827
Cl -2.323 -0.424 -3.552
H -0.622 -2.037 -3.600
H -0.875 -1.270 -5.194
C -8.201 3.907 -7.407
Cl -8.493 2.281 -8.033
Cl -6.859 4.703 -8.242
H -9.093 4.503 -7.552
H -7.945 3.828 -6.358
C 3.684 -6.845 -3.701
Cl 4.341 -8.380 -4.270
Cl 1.925 -6.756 -3.863
H 3.934 -6.734 -2.653
H 4.119 -6.047 -4.291
C 2.645 -6.410 0.929
Cl 3.115 -5.549 2.404
Cl 0.900 -6.673 0.838
H 2.930 -5.797 0.091
H 3.147 -7.370 0.913
*
```

---

No. 3
Density functional theory data (ωB97M-V/def2-TZVPD) for a 5-piece molecular cluster, C33H67NO15S overall.

Highest occupied orbital energy (eV): -9.3
Orbital gap (eV): 9.634
SMILES: O=S1(=O)OCCC[C@@H]1c1ccccn1.COCCOCCOC.COCCOCCOC.COCCOCCOC.COCCOCCOC
Total energy (eV): -78337.8386

Structure (ORCA input):
```
! RIJCOSX wB97M-V def2-TZVPD def2/J DEFGRID3
* xyz 0 1
O 3.213 -6.121 3.137
S 3.801 -5.482 2.007
O 5.080 -5.977 1.621
O 2.736 -5.627 0.824
C 3.119 -4.733 -0.241
C 2.609 -3.346 0.049
C 2.868 -2.855 1.487
C 3.852 -3.712 2.344
C 5.253 -3.151 2.173
C 5.952 -2.795 3.296
C 7.210 -2.240 3.162
C 7.677 -2.086 1.878
C 6.904 -2.507 0.829
N 5.689 -3.044 0.916
H 4.198 -4.709 -0.369
H 2.681 -5.083 -1.168
H 3.032 -2.647 -0.662
H 1.533 -3.319 -0.106
H 1.954 -2.715 2.049
H 3.332 -1.882 1.398
H 3.539 -3.626 3.373
H 5.522 -2.949 4.270
H 7.768 -1.932 4.028
H 8.639 -1.642 1.689
H 7.308 -2.401 -0.170
C -1.587 2.175 4.845
O -1.113 2.157 3.517
C 0.301 2.086 3.453
C 0.752 1.456 2.154
O 0.617 0.040 2.125
C -0.696 -0.478 1.957
C -1.246 -0.316 0.558
O -1.732 0.999 0.356
C -1.818 1.330 -1.012
H -1.215 3.054 5.383
H -2.674 2.208 4.814
H -1.283 1.264 5.375
H 0.692 1.498 4.292
H 0.700 3.107 3.516
H 1.824 1.640 2.056
H 0.261 1.919 1.296
H -1.382 -0.071 2.701
H -0.602 -1.550 2.151
H -2.080 -1.018 0.415
H -0.457 -0.545 -0.169
H -0.833 1.270 -1.489
H -2.174 2.356 -1.089
H -2.524 0.669 -1.530
C 1.065 2.895 12.555
O 0.549 2.074 11.532
C -0.381 2.756 10.707
C -0.443 2.131 9.331
O 0.654 2.484 8.496
C 1.893 1.844 8.771
C 1.941 0.390 8.355
O 1.299 -0.432 9.313
C 0.915 -1.678 8.778
H 0.270 3.237 13.228
H 1.780 2.305 13.125
H 1.586 3.763 12.134
H -0.104 3.812 10.611
H -1.371 2.687 11.179
H -1.326 2.531 8.827
H -0.566 1.049 9.388
H 2.180 1.964 9.817
H 2.627 2.383 8.168
H 2.991 0.073 8.277
H 1.460 0.279 7.375
H 0.217 -1.546 7.943
H 0.413 -2.236 9.566
H 1.787 -2.248 8.440
C -3.993 7.132 -6.226
O -3.682 5.768 -6.396
C -2.337 5.472 -6.058
C -2.188 4.024 -5.648
O -2.639 3.747 -4.329
C -4.051 3.694 -4.143
C -4.691 2.458 -4.734
O -4.864 2.596 -6.133
C -5.004 1.346 -6.772
H -3.380 7.762 -6.880
H -5.041 7.268 -6.485
H -3.850 7.438 -5.183
H -1.998 6.115 -5.238
H -1.712 5.661 -6.942
H -1.119 3.798 -5.633
H -2.652 3.356 -6.375
H -4.530 4.604 -4.504
H -4.197 3.655 -3.061
H -5.680 2.309 -4.279
H -4.060 1.587 -4.515
H -4.116 0.725 -6.607
H -5.105 1.525 -7.840
H -5.896 0.819 -6.414
C 0.259 -1.077 -5.555
O -0.430 -2.125 -6.198
C -1.798 -2.177 -5.831
C -2.628 -2.830 -6.915
O -2.898 -1.983 -8.023
C -1.832 -1.758 -8.937
C -1.520 -2.944 -9.822
O -0.732 -3.897 -9.128
C -0.801 -5.177 -9.713
H 0.249 -1.206 -4.466
H 1.290 -1.094 -5.903
H -0.180 -0.106 -5.812
H -2.181 -1.166 -5.645
H -1.884 -2.766 -4.908
H -3.608 -3.052 -6.485
H -2.191 -3.776 -7.235
H -0.937 -1.404 -8.424
H -2.181 -0.949 -9.582
H -0.952 -2.600 -10.698
H -2.458 -3.400 -10.161
H -1.832 -5.550 -9.718
H -0.191 -5.849 -9.113
H -0.412 -5.164 -10.738
*
```

---

No. 4
Density functional theory data (ωB97M-V/def2-TZVPD) for C33H68B3BrCl28O3 as an isolated structure.

Highest occupied orbital energy (eV): -9.5
Orbital gap (eV): 9.705
Total energy (eV): -464170.6751

Structure (ORCA input):
```
! RIJCOSX wB97M-V def2-TZVPD def2/J DEFGRID3
* xyz 0 1
C 3.410 5.646 1.169
C 3.684 4.308 0.485
C 4.836 4.335 -0.516
C 4.830 2.988 -1.256
C 4.790 3.074 -2.772
C 4.689 1.690 -3.457
C 4.670 0.538 -2.469
C 4.511 -0.837 -3.121
C 3.514 -1.664 -2.317
C 3.676 -3.180 -2.453
C 3.066 -3.862 -1.226
C 1.569 -3.567 -1.059
C 1.290 -2.455 -0.020
C -0.087 -2.591 0.677
C -0.987 -1.418 0.339
C -2.089 -1.167 1.414
B -3.432 -0.770 0.743
O -4.376 -1.771 0.458
B -4.612 -1.705 -0.895
O -4.958 -0.476 -1.430
B -4.205 0.572 -0.955
C -3.747 1.812 -1.810
Br -2.571 1.172 -3.251
C -4.864 2.738 -2.321
C -6.243 2.113 -2.377
O -3.774 0.514 0.364
H 2.359 5.808 1.381
H 3.772 6.443 0.537
H 3.934 5.708 2.117
H 3.841 3.507 1.193
H 2.801 4.018 -0.084
H 4.713 5.175 -1.180
H 5.759 4.429 0.039
H 3.998 2.417 -0.858
H 5.734 2.464 -0.958
H 3.893 3.628 -3.047
H 5.634 3.643 -3.146
H 5.584 1.579 -4.068
H 3.845 1.676 -4.134
H 5.572 0.558 -1.870
H 3.830 0.667 -1.790
H 5.449 -1.384 -3.143
H 4.175 -0.722 -4.146
H 2.519 -1.428 -2.691
H 3.512 -1.385 -1.269
H 4.728 -3.429 -2.555
H 3.146 -3.525 -3.339
H 3.581 -3.433 -0.369
H 3.292 -4.924 -1.213
H 1.214 -3.193 -2.016
H 1.011 -4.474 -0.856
H 1.254 -1.529 -0.576
H 2.100 -2.453 0.704
H -0.540 -3.539 0.408
H 0.112 -2.632 1.743
H -1.443 -1.540 -0.641
H -0.367 -0.529 0.335
H -1.726 -0.452 2.145
H -2.217 -2.103 1.951
H -4.519 -2.649 -1.607
H -3.096 2.406 -1.188
H -4.866 3.673 -1.777
H -4.605 3.011 -3.339
H -6.926 2.801 -2.867
H -6.267 1.206 -2.964
H -6.664 1.925 -1.400
C 2.087 1.009 1.857
Cl 3.810 1.251 2.170
Cl 1.809 0.171 0.323
H 1.666 0.417 2.662
H 1.605 1.979 1.811
C 7.184 6.332 -4.312
Cl 7.498 4.967 -5.391
Cl 5.597 6.207 -3.545
H 7.941 6.345 -3.537
H 7.221 7.248 -4.889
C -8.933 2.998 0.788
Cl -7.882 4.416 0.644
Cl -9.296 2.293 -0.789
H -8.428 2.255 1.394
H -9.862 3.299 1.258
C 2.548 -4.409 1.973
Cl 1.510 -4.357 3.404
Cl 3.395 -2.879 1.721
H 3.281 -5.196 2.103
H 1.931 -4.611 1.105
C 0.760 -3.335 7.166
Cl 0.037 -2.371 8.459
Cl -0.462 -3.931 6.036
H 1.464 -2.718 6.619
H 1.268 -4.184 7.607
C 3.613 0.688 -7.329
Cl 4.676 2.089 -7.505
Cl 2.368 0.962 -6.101
H 3.131 0.494 -8.284
H 4.211 -0.166 -7.030
C -3.214 -4.617 8.336
Cl -3.946 -3.648 9.623
Cl -4.430 -5.214 7.201
H -2.507 -4.003 7.794
H -2.710 -5.466 8.783
C 7.219 7.565 1.962
Cl 6.658 6.861 0.442
Cl 6.878 6.509 3.339
H 8.290 7.717 1.901
H 6.713 8.510 2.115
C 0.103 6.898 -0.509
Cl -0.774 5.448 -1.016
Cl 1.717 6.969 -1.217
H -0.455 7.771 -0.824
H 0.200 6.883 0.571
C -10.049 7.495 0.050
Cl -10.627 8.545 1.350
Cl -11.384 6.802 -0.879
H -9.428 8.080 -0.618
H -9.479 6.685 0.486
C -5.619 -8.118 4.800
Cl -4.012 -8.298 5.506
Cl -6.267 -9.667 4.245
H -6.285 -7.714 5.551
H -5.555 -7.446 3.953
C -3.614 -12.449 3.740
Cl -1.901 -12.176 4.084
Cl -3.846 -13.293 2.204
H -4.036 -13.051 4.535
H -4.115 -11.490 3.690
C -7.925 -4.422 7.997
Cl -7.573 -5.619 6.744
Cl -9.553 -4.618 8.653
H -7.206 -4.545 8.799
H -7.840 -3.434 7.562
C 4.036 -0.958 -11.432
Cl 5.111 0.432 -11.596
Cl 2.804 -0.689 -10.188
H 3.538 -1.129 -12.379
H 4.623 -1.823 -11.152
*
```